(1)
# C4H12

A cluster of 2 separate species, C4H12 in total (ωB97M-V/def2-TZVPD, the OMol25 dataset).

Output
structure (SMILES)	CC.CC
relative energy (zero: lowest compared OMol25 entry of this formula, charge and spin)	154.8	kJ/mol

Atoms and positions in Å:
1 C 0.84 0.24 1.87
2 C 1.58 1.64 1.85
3 H 0.73 -0.11 2.93
4 H -0.14 0.28 1.42
5 H 1.12 -0.61 1.35
6 H 1.46 2.27 0.94
7 H 2.58 1.58 2.07
8 H 1.36 2.29 2.73
9 C -1.37 -0.23 -2.23
10 C -1.03 -1.61 -1.51
11 H -1.05 -0.41 -3.25
12 H -2.55 -0.25 -2.29
13 H -1.01 0.62 -1.83
14 H 0.02 -1.84 -1.62
15 H -1.33 -2.54 -1.81
16 H -1.34 -1.49 -0.43

***

(2)
# C40H35N8O4PdS

A structure of composition C40H35N8O4PdS (ωB97M-V/def2-TZVPD, the OMol25 dataset).

Output
2S+1	5
relative energy (zero: lowest compared OMol25 entry of this formula, charge and spin)	394.3	kJ/mol
⟨S²⟩	6.10
charge	+1

Atoms and positions in Å:
1 Pd -0.18 -0.34 0.58
2 C 1.76 4.08 -3.84
3 C 1.26 3.51 -2.54
4 C -0.11 3.56 -2.30
5 C -0.65 3.10 -1.09
6 C 0.21 2.51 -0.16
7 N -0.32 1.96 1.04
8 C 0.01 2.65 2.16
9 C 0.61 3.92 2.15
10 C 1.00 4.55 3.28
11 C 0.92 3.93 4.53
12 C 1.47 4.52 5.79
13 C 0.23 2.71 4.58
14 C -0.23 2.07 3.41
15 N -0.86 0.81 3.56
16 C -1.63 0.48 4.61
17 C -1.60 -0.84 4.75
18 C -0.82 -1.31 3.68
19 N -0.36 -0.33 2.94
20 C 1.59 2.48 -0.41
21 C 2.13 2.95 -1.55
22 N 2.35 1.74 0.56
23 C 3.55 2.15 1.26
24 C 3.90 0.90 2.05
25 C 2.88 0.04 1.86
26 N 1.94 0.52 0.97
27 H 1.30 5.04 -4.10
28 H 1.53 3.35 -4.63
29 H 2.81 4.25 -3.84
30 H -0.75 4.01 -3.12
31 H -1.70 3.25 -0.84
32 H 0.74 4.45 1.22
33 H 1.41 5.56 3.15
34 H 0.66 4.74 6.50
35 H 2.09 5.39 5.66
36 H 2.06 3.77 6.30
37 H 0.10 2.15 5.53
38 H -2.11 1.31 5.11
39 H -2.12 -1.43 5.47
40 H -0.55 -2.31 3.41
41 H 3.18 2.83 -1.79
42 H 3.25 2.96 2.04
43 H 4.82 0.86 2.59
44 H 2.66 -0.87 2.34
45 C 0.99 -6.00 -3.31
46 C 1.09 -4.51 -3.23
47 C 2.14 -3.87 -2.53
48 C 2.12 -2.50 -2.31
49 C 1.02 -1.79 -2.84
50 C 0.04 -2.37 -3.62
51 C 0.09 -3.72 -3.80
52 S 0.88 0.02 -2.59
53 O 0.57 0.64 -3.89
54 O 4.51 2.90 0.69
55 N -0.51 -0.04 -1.63
56 C -1.74 0.08 -2.10
57 C -2.14 0.34 -3.48
58 C -3.44 0.21 -3.89
59 C -4.46 -0.17 -2.98
60 C -4.10 -0.42 -1.62
61 C -5.09 -0.74 -0.64
62 C -4.78 -0.85 0.68
63 C -3.43 -0.65 1.03
64 N -2.51 -0.33 0.18
65 C -2.81 -0.20 -1.15
66 H 1.75 -6.43 -3.98
67 H 0.02 -6.34 -3.73
68 H 1.13 -6.45 -2.33
69 H 2.94 -4.43 -2.10
70 H 2.88 -2.00 -1.68
71 H -0.83 -1.80 -3.99
72 H -0.69 -4.23 -4.35
73 H -1.40 0.64 -4.17
74 H -3.71 0.35 -4.92
75 H -5.50 -0.15 -3.28
76 H -6.09 -0.89 -1.00
77 H -5.54 -1.07 1.42
78 H -3.11 -0.74 2.05
79 O -1.81 -2.73 -0.97
80 C -0.88 -3.17 -0.30
81 C -0.54 -4.63 -0.21
82 C 0.82 -4.67 0.43
83 C 0.98 -3.22 0.92
84 O 1.86 -2.81 1.63
85 N 0.01 -2.42 0.44
86 H -0.55 -5.07 -1.21
87 H -1.24 -5.11 0.46
88 H 1.65 -4.91 -0.28
89 H 0.96 -5.33 1.28

***

(3)
# C6H13NO

A cluster of 2 separate species, C6H13NO in total (ωB97M-V/def2-TZVPD, the OMol25 dataset).

Output
structure (SMILES)	C=C/C=C/CCN.O
relative energy (zero: lowest compared OMol25 entry of this formula, charge and spin)	215.7	kJ/mol

Atoms and positions in Å:
1 C -0.80 -2.60 1.49
2 C 0.48 -2.32 1.63
3 C 1.25 -1.46 0.70
4 C 0.76 -0.33 0.23
5 C 1.41 0.60 -0.76
6 C 0.49 0.88 -1.96
7 N -0.76 1.51 -1.60
8 H -1.43 -2.13 0.73
9 H -1.34 -3.29 2.11
10 H 1.00 -2.83 2.43
11 H 2.23 -1.84 0.40
12 H -0.18 0.07 0.61
13 H 1.78 1.52 -0.31
14 H 2.29 0.08 -1.15
15 H 0.25 -0.09 -2.40
16 H 1.06 1.47 -2.69
17 H -1.66 1.08 -1.60
18 H -0.74 2.51 -1.58
19 O -2.38 2.20 1.21
20 H -2.01 2.66 1.98
21 H -1.69 2.33 0.54